{"formula": "H9O4", "method": "ωB97M-V/def2-TZVPD", "e_above_lowest_kcal_mol": 45.4, "total_charge": 1, "elements": ["O", "H", "H", "H", "O", "H", "H", "O", "H", "H", "O", "H", "H"], "xyz": [[0.883472, 0.561256, -0.057174], [0.254994, 0.311049, 0.795190], [1.313543, -0.308475, -0.312320], [-0.102885, 0.797851, -0.686003], [-1.496434, 0.989282, -1.222626], [-1.097613, 1.243595, -2.009674], [-2.102141, 0.262213, -1.404313], [0.101794, -2.077943, -1.015624], [-0.572897, -2.530194, -1.368977], [0.620915, -2.082933, -1.842083], [0.575565, 0.618978, 2.403209], [0.643057, 0.060558, 3.171122], [0.527855, 1.513752, 2.794777]], "atomic_forces_ev_per_a": [[-4.058, -0.861, -0.078], [2.620, 0.774, -0.884], [-0.925, 1.053, 0.083], [1.712, -1.147, 1.009], [0.319, -0.435, 2.668], [0.496, 0.985, -2.940], [0.071, -0.185, 0.008], [4.243, 2.667, 0.404], [-4.761, -2.947, -1.129], [0.614, 0.264, 0.601], [-0.293, 0.949, 0.364], [-0.034, -0.693, 0.411], [-0.005, -0.423, -0.518]]}

=====

{"formula": "C5H8O", "method": "ωB97M-V/def2-TZVPD", "e_above_lowest_kcal_mol": 132.7, "elements": ["C", "C", "C", "C", "O", "C", "H", "H", "H", "H", "H", "H", "H", "H"], "xyz": [[1.481129, -0.393029, 0.435076], [0.646283, 0.554099, -0.379456], [-0.721696, 0.196153, -0.983093], [-1.521433, -0.572625, 0.023887], [-1.275517, 0.338927, 1.058062], [-0.579963, 1.201926, 0.137395], [0.857327, -1.169739, 0.916698], [2.026021, 0.130324, 1.243852], [2.223790, -0.913772, -0.195717], [1.197775, 1.200868, -1.060734], [-0.946281, 0.345867, -2.034249], [-0.779620, -1.902178, 0.286074], [-1.896091, -1.593328, 0.177067], [-0.822588, 2.259983, 0.180569]], "atomic_forces_ev_per_a": [[0.347, -0.314, 0.379], [0.130, 0.012, -0.008], [-0.142, -0.288, -0.214], [1.777, -1.860, 0.348], [-0.113, -0.281, 0.152], [-0.212, 0.149, -0.034], [0.263, 0.401, -0.232], [-0.259, -0.160, -0.432], [-0.315, 0.254, 0.214], [-0.098, -0.077, 0.077], [-0.005, -0.080, 0.249], [0.716, 1.644, -0.156], [-2.179, 0.843, -0.369], [0.091, -0.242, 0.026]]}

=====

{"formula": "C3H6ClN", "method": "ωB97M-V/def2-TZVPD", "e_above_lowest_kcal_mol": 12.9, "elements": ["N", "C", "C", "C", "Cl", "H", "H", "H", "H", "H", "H"], "xyz": [[1.545264, -1.164778, 0.141281], [1.190780, 0.100248, -0.270627], [0.686879, 1.296564, 0.473876], [-0.215027, 0.675379, -0.491449], [-1.552778, -0.336210, 0.068717], [1.612211, -1.892607, -0.602715], [1.002111, -1.567608, 0.930068], [1.840314, 0.314616, -1.145784], [0.512868, 1.201190, 1.599017], [1.175327, 2.207322, 0.180877], [-0.538244, 1.172956, -1.389414]], "atomic_forces_ev_per_a": [[-0.223, -3.025, 1.736], [0.014, 1.440, -3.055], [0.982, -0.355, 2.760], [-0.852, -1.090, -0.437], [0.060, 0.089, 0.252], [-0.264, 1.219, 0.766], [0.472, 0.570, -0.872], [-0.426, 0.459, 0.683], [0.029, 0.125, -1.762], [-0.093, 0.417, 0.089], [0.302, 0.150, -0.160]]}

=====

{"formula": "C6H11NO", "method": "ωB97M-V/def2-TZVPD", "e_above_lowest_kcal_mol": 15.1, "elements": ["C", "C", "C", "C", "C", "N", "C", "O", "H", "H", "H", "H", "H", "H", "H", "H", "H", "H", "H"], "xyz": [[-1.054192, 1.160236, -1.138531], [0.241157, 0.389816, -0.803339], [0.017264, -1.154734, -1.042201], [0.163454, -1.738541, 0.333140], [-0.063231, -0.659972, 1.359202], [0.394310, 0.533526, 0.671800], [0.971876, 1.588741, 1.227823], [1.288438, 2.602101, 0.611631], [-0.901352, 2.198843, -0.833773], [-1.350670, 1.024201, -2.159085], [-1.868865, 0.820632, -0.494666], [1.076596, 0.824299, -1.342155], [-0.952530, -1.253396, -1.540334], [0.627892, -1.551964, -1.842701], [1.220550, -2.075376, 0.318006], [-0.499897, -2.605430, 0.453848], [0.521861, -0.908274, 2.234520], [-1.110964, -0.735385, 1.691809], [1.278305, 1.540679, 2.295005]], "atomic_forces_ev_per_a": [[0.581, 0.191, 0.952], [-1.744, -0.065, 0.251], [-0.746, 2.108, -0.956], [0.841, -1.906, -0.812], [0.094, -0.806, 0.046], [-0.252, -1.359, -0.456], [1.279, 1.712, 0.132], [-0.223, -0.447, 0.024], [-0.029, 0.081, -0.595], [-0.112, 0.247, -0.653], [0.024, -0.354, -0.080], [0.241, -0.003, 0.239], [-0.388, -0.044, 0.715], [0.901, -0.183, 0.367], [-0.532, -0.065, 0.711], [0.352, 0.129, 0.235], [0.300, 0.382, 0.327], [0.045, 0.898, -0.308], [-0.630, -0.517, -0.138]]}

=====

{"formula": "C32H30BClN6PPtS2", "method": "ωB97M-V/def2-TZVPD", "total_charge": 3, "elements": ["Pt", "C", "C", "N", "C", "C", "S", "C", "C", "S", "C", "N", "C", "H", "H", "H", "H", "H", "H", "H", "H", "B", "N", "C", "C", "C", "N", "N", "C", "C", "C", "N", "H", "H", "H", "H", "H", "H", "H", "H", "Cl", "C", "C", "C", "C", "C", "C", "P", "C", "C", "C", "C", "C", "C", "C", "C", "C", "C", "C", "C", "H", "H", "H", "H", "H", "H", "H", "H", "H", "H", "H", "H", "H", "H"], "xyz": [[0.357864, -0.616168, -0.809338], [-1.553095, 2.400079, -2.553463], [-2.030646, 1.017453, -2.679573], [-1.523086, -0.026407, -2.075232], [-2.122914, -1.192506, -2.438446], [-3.149665, -1.029743, -3.387505], [-3.331359, 0.575882, -3.788483], [-1.700582, -2.382775, -1.837391], [-2.183943, -3.636201, -2.139982], [-1.467395, -4.800613, -1.170519], [-0.527099, -3.593180, -0.366277], [-0.730651, -2.371888, -0.826611], [0.341819, -4.024816, 0.745286], [-1.046829, 2.526987, -1.603872], [-2.369842, 3.115862, -2.643661], [-0.844470, 2.603801, -3.362266], [-3.775372, -1.794324, -3.825292], [-2.917674, -3.890922, -2.889885], [0.163738, -5.073884, 0.975980], [0.132532, -3.431101, 1.629343], [1.389004, -3.905471, 0.489577], [1.700795, -0.524978, -3.645305], [1.662645, 0.832104, -2.834115], [2.039771, 2.024505, -3.305378], [1.915142, 2.972064, -2.299737], [1.449207, 2.274975, -1.205542], [1.297470, 0.981754, -1.531439], [2.229984, -1.661648, -2.696773], [2.976772, -2.713842, -3.039336], [3.445237, -3.332425, -1.885829], [2.920506, -2.588168, -0.844546], [2.192578, -1.574400, -1.347032], [2.512745, -0.374337, -4.503810], [0.590205, -0.796997, -4.063317], [2.413998, 2.120098, -4.311152], [2.169417, 4.016635, -2.345210], [1.238768, 2.629439, -0.209906], [3.188967, -2.921922, -4.075085], [4.119854, -4.168301, -1.822237], [3.055631, -2.679010, 0.220837], [1.580340, -1.948957, 2.660449], [-0.084870, -1.680713, 3.074748], [-0.617865, -2.464159, 4.083877], [-1.925096, -2.262671, 4.504344], [-2.696726, -1.266269, 3.932993], [-2.173183, -0.480442, 2.920329], [-0.869746, -0.680118, 2.454250], [-0.133579, 0.450162, 1.259731], [-1.293097, 1.758369, 0.874777], [-2.573595, 1.449817, 0.390373], [-3.489247, 2.459812, 0.165143], [-3.134323, 3.787598, 0.400612], [-1.868931, 4.098294, 0.874141], [-0.947104, 3.089315, 1.124083], [1.293183, 1.160173, 2.076835], [1.081402, 1.588456, 3.390889], [2.126971, 2.159560, 4.096517], [3.377268, 2.292650, 3.504823], [3.588053, 1.849207, 2.205715], [2.547442, 1.281899, 1.485550], [0.004671, -3.212364, 4.557072], [-2.328586, -2.873717, 5.300618], [-3.701489, -1.083170, 4.288050], [-2.776293, 0.318816, 2.514378], [-2.860470, 0.418602, 0.221286], [-4.488561, 2.220201, -0.175287], [-3.854648, 4.576613, 0.230160], [-1.601682, 5.127537, 1.072189], [0.024001, 3.337781, 1.528521], [0.109005, 1.481900, 3.861032], [1.966074, 2.495917, 5.111730], [4.192088, 2.733741, 4.062709], [4.567792, 1.935622, 1.755517], [2.730772, 0.894923, 0.494369]], "atomic_forces_ev_per_a": [[-0.778, -0.073, -2.909], [0.117, 0.386, -0.238], [-0.832, 0.011, -0.965], [0.691, -0.044, 1.134], [-2.235, 1.066, -2.149], [1.512, -1.097, 1.543], [1.175, 1.178, 0.856], [-0.079, -2.614, 0.274], [0.211, 1.233, -0.048], [0.714, 0.460, 0.823], [-0.386, -1.270, -0.198], [-0.281, -0.286, -0.127], [-0.017, -0.079, 0.052], [-0.002, 0.158, 0.027], [0.040, -0.032, 0.030], [0.007, 0.055, 0.088], [0.085, 0.022, 0.069], [0.039, 0.047, 0.044], [0.010, 0.009, -0.022], [-0.130, -0.333, -0.219], [0.039, -0.042, 0.024], [-0.425, 0.070, -0.173], [0.274, -0.076, 0.004], [0.099, -0.237, 0.238], [0.068, 0.124, 0.085], [-0.038, 0.193, 0.112], [0.138, 0.450, -0.347], [-0.116, 0.322, -0.171], [0.042, 0.262, 0.242], [-0.025, 0.091, 0.227], [0.121, -0.102, 0.163], [-0.598, 0.128, 1.258], [-0.134, -0.013, -0.131], [0.073, 0.029, 0.253], [-0.024, -0.048, -0.034], [-0.015, 0.006, -0.023], [0.028, -0.002, -0.189], [-0.021, 0.054, -0.043], [-0.018, -0.022, 0.016], [0.020, -0.032, -0.047], [0.081, 0.526, 0.214], [-0.035, 0.022, 0.189], [0.316, 0.086, -0.091], [-0.026, -0.050, 0.055], [-0.070, 0.221, -0.091], [-0.384, -0.001, -0.059], [0.569, -0.193, -0.518], [-0.092, 0.332, 1.099], [-0.082, -0.545, -0.158], [-0.189, 0.010, 0.066], [-0.035, -0.111, 0.087], [-0.022, -0.098, 0.010], [0.204, -0.047, 0.143], [0.031, 0.256, -0.120], [0.257, -0.187, -0.506], [-0.192, -0.026, 0.196], [-0.059, 0.006, -0.035], [-0.008, -0.013, -0.038], [-0.010, -0.017, -0.073], [0.224, -0.146, 0.175], [-0.007, 0.002, -0.010], [0.001, -0.025, 0.002], [0.001, 0.016, -0.011], [-0.003, -0.056, 0.024], [-0.005, 0.019, -0.076], [0.022, -0.013, -0.014], [-0.004, 0.014, -0.026], [0.016, -0.008, 0.021], [0.028, 0.052, 0.018], [0.066, 0.016, 0.005], [-0.021, 0.007, -0.004], [0.009, -0.003, 0.008], [-0.006, -0.004, -0.002], [0.076, 0.005, -0.009]]}

=====

{"formula": "C6H10N", "method": "ωB97M-V/def2-TZVPD", "e_above_lowest_kcal_mol": 113.3, "total_charge": 1, "elements": ["C", "C", "C", "C", "C", "C", "N", "H", "H", "H", "H", "H", "H", "H", "H", "H", "H"], "xyz": [[1.121618, -0.937167, 0.826523], [1.358961, 0.392637, 0.452958], [1.014063, 1.085299, -0.842482], [-0.251910, -0.923724, 0.373899], [-0.638711, -1.731193, -0.798961], [-0.723399, 1.737871, 0.643352], [-0.075036, 0.649646, 0.066319], [1.760403, -1.636580, 1.318867], [1.175664, 2.167762, -0.855582], [1.154463, 0.402456, -1.680572], [-1.106739, -1.221600, 1.398319], [0.163272, -1.748098, -1.609794], [-1.561596, -1.565606, -1.265268], [-0.692757, -2.706158, -0.522516], [-1.141335, 1.492961, 1.668360], [-0.024959, 2.517338, 0.847322], [-1.532009, 2.024162, -0.020744]], "atomic_forces_ev_per_a": [[1.733, 3.041, -0.652], [0.088, -1.831, 0.358], [0.943, -1.629, 1.065], [-4.062, 0.172, 3.414], [2.657, 1.153, -2.170], [-2.775, 0.546, 2.873], [0.820, -2.302, -1.222], [0.229, -0.533, -0.195], [-0.333, -0.555, -0.474], [0.125, 0.798, -0.211], [2.250, 1.658, -3.239], [-0.892, 0.322, 0.915], [-1.404, 0.996, -0.347], [-0.015, -3.080, 1.168], [0.297, 0.012, -1.242], [0.432, 0.761, -0.176], [-0.092, 0.469, 0.136]]}

=====

Total energy values, unit Ha, following the record order: -306.05417, -270.34639, -632.80621, -365.20744, -3307.09935, -288.90246.